A single C6H10O2 molecule at a distorted geometry, computed with ωB97M-V/def2-TZVPD.

Geometry as ORCA input:
```
! wB97M-V def2-TZVPD RIJCOSX def2/J DEFGRID3
* xyz 0 1
H -1.9757 -1.7080 -1.4950
H 1.9066 2.1911 -0.1274
C -1.2897 0.5824 -0.7842
H 0.4599 -1.4804 1.5573
H -1.1622 0.8678 -1.8311
C -0.1886 -0.3562 -0.3725
H -0.8093 -0.1178 1.7433
O 2.2443 -0.4734 0.0196
H -2.2880 0.1417 -0.6592
C -0.2284 -1.6943 -0.7365
H 0.6385 -2.3301 -0.5960
H 2.0788 1.7046 1.5612
C 1.2318 0.2065 0.3239
O -1.2712 -2.3333 -1.2628
H 0.4900 2.1883 0.9528
H -1.2818 1.4942 -0.1902
C 1.4148 1.6697 0.6975
C 0.0302 -0.5527 1.1993
*
```

## Properties
Energy relative to the best compared isomer or geometry (same formula, charge and spin): 386.9 kJ/mol
HOMO: -7.3 eV
Maximum force: 0.04412 hartree/bohr

A single C2H6N4O molecule at a distorted geometry, computed with ωB97M-V/def2-TZVPD.

Geometry as ORCA input:
```
! wB97M-V def2-TZVPD RIJCOSX def2/J DEFGRID3
* xyz 0 3
C -0.6459 0.1222 -0.9201
H -0.5556 2.5143 -1.0737
O 0.8228 -1.1302 1.9519
N 0.7109 -0.3992 0.9538
N -0.4790 -2.1224 -0.0135
C -0.1637 -0.7662 0.0090
H 0.1260 1.8610 1.2119
H 0.1586 -2.7321 0.4475
H -1.0066 -2.4772 -0.9160
H -1.2576 0.0740 -1.7602
H 1.4874 1.2829 0.4731
N 0.0909 1.7825 -0.7823
N 0.7119 1.9903 0.4186
*
```

## Properties
Energy relative to the best compared isomer or geometry (same formula, charge and spin): 197.0 kJ/mol
HOMO (spin up / spin down): -7.8 / -8.3 eV
Expectation value of S²: 2.044
Maximum force: 0.11590 hartree/bohr

2 unconnected molecules or ions with the total composition C10H24BF2N3O3, computed with ωB97M-V/def2-TZVPD.

Geometry as ORCA input:
```
! wB97M-V def2-TZVPD RIJCOSX def2/J DEFGRID3
* xyz 0 1
H -0.8186 3.4438 3.5077
H 0.8999 0.3678 -0.3615
O 3.3876 -0.7164 -6.6221
C -0.2290 1.4124 3.5431
C -1.7973 1.3298 -0.8537
H -3.2479 -1.6148 1.8832
H -1.1035 2.1055 -1.1820
H -0.4830 -0.9035 4.7471
N -0.3830 0.0649 2.8669
H -2.3222 -0.0981 3.6076
H 0.0938 -1.9302 3.4103
H -0.8101 1.3228 4.4610
H -0.0617 0.2283 -2.8589
N 0.6461 -0.5034 -2.9207
C 0.4825 -0.0842 1.6269
H -1.5901 2.5215 2.2296
H 0.8226 1.4847 3.8205
C 3.3898 -1.0102 -5.4797
N 2.3729 -1.3718 -4.6020
F 1.2263 -3.2422 -4.1692
H -2.2226 0.5706 1.9748
H 0.2365 1.7694 0.4888
C -0.6586 2.6514 2.7768
O 0.9850 -2.4213 -6.1861
H 2.4601 0.7032 -3.6399
O -1.1375 0.3345 -0.0845
H -1.9112 -2.3927 2.7074
C -1.8557 -0.2125 2.6269
H 0.1069 3.0000 2.0905
H -2.2189 0.8530 -1.7368
H 1.4939 0.1771 1.9420
C 0.1322 -0.9399 3.8507
H 1.1624 -0.6927 4.0948
H 1.0240 0.5042 -4.9980
C -2.1701 -1.5723 2.0396
H -2.6060 1.7891 -0.2745
F 4.5770 -1.0486 -4.8097
C 1.5099 -2.3123 -5.1362
C 0.1447 0.6896 0.3733
H 0.4678 -1.1470 1.3900
H 0.1096 -1.3372 -3.1483
B 1.5940 -0.0556 -4.0670
H -1.6983 -1.7170 1.0710
*
```

## Properties
HOMO: -6.6 eV
Maximum force: 0.01514 hartree/bohr